Density functional theory data (wB97M-V/def2-TZVPD) for a single C28H43N3 molecule.

```
74
Properties=species:S:1:pos:R:3:lowdin_charge:R:1
C -3.033 -3.379 -0.272 -0.14
N -2.824 -2.555 0.899 -0.11
C -3.743 -1.444 1.037 -0.19
C -3.539 -0.275 0.050 -0.34
C -4.587 0.829 0.311 -0.11
C -5.979 0.361 0.014 -0.25
C -6.409 0.234 -1.302 -0.05
C -7.679 -0.230 -1.592 -0.09
C -8.544 -0.573 -0.566 -0.10
C -8.129 -0.447 0.749 -0.09
C -6.856 0.015 1.035 -0.05
N -2.212 0.310 0.165 -0.02
C -1.300 0.059 -0.930 -0.19
C 0.142 0.340 -0.476 -0.34
C 0.270 1.814 -0.078 -0.13
C 1.683 2.301 0.261 -0.33
C 2.614 2.279 -0.953 -0.17
C 4.001 2.805 -0.591 -0.21
C 3.912 4.224 -0.040 -0.21
C 2.995 4.254 1.178 -0.20
C 1.610 3.726 0.817 -0.17
N 0.430 -0.537 0.654 -0.02
C 0.916 -1.864 0.334 -0.22
C 2.355 -1.965 -0.200 -0.17
C 3.402 -1.479 0.809 -0.16
C 4.785 -1.790 0.314 -0.24
C 5.420 -0.944 -0.586 -0.04
C 6.680 -1.247 -1.071 -0.08
C 7.322 -2.404 -0.664 -0.10
C 6.695 -3.256 0.230 -0.09
C 5.436 -2.950 0.713 -0.05
H -4.051 -3.768 -0.246 0.08
H -2.892 -2.857 -1.232 0.06
H -2.339 -4.218 -0.235 0.08
H -1.868 -2.210 0.918 0.07
H -3.628 -1.057 2.055 0.12
H -4.759 -1.833 0.931 0.12
H -3.684 -0.641 -0.974 0.13
H -4.503 1.148 1.351 0.12
H -4.332 1.678 -0.326 0.12
H -5.740 0.506 -2.107 0.11
H -7.998 -0.322 -2.620 0.10
H -9.537 -0.933 -0.790 0.10
H -8.799 -0.709 1.555 0.10
H -6.538 0.111 2.063 0.11
H -1.763 0.008 1.025 0.10
H -1.356 -0.978 -1.304 0.10
H -1.560 0.719 -1.766 0.12
H 0.804 0.135 -1.332 0.13
H -0.383 1.980 0.780 0.12
H -0.116 2.417 -0.902 0.13
H 2.116 1.663 1.040 0.13
H 2.186 2.901 -1.743 0.13
H 2.703 1.263 -1.342 0.10
H 4.645 2.787 -1.474 0.11
H 4.453 2.157 0.165 0.11
H 4.907 4.583 0.230 0.11
H 3.513 4.888 -0.811 0.11
H 2.913 5.274 1.559 0.11
H 3.426 3.636 1.970 0.11
H 1.159 4.378 0.065 0.12
H 0.967 3.743 1.700 0.12
H 1.066 -0.087 1.302 0.10
H 0.241 -2.303 -0.406 0.11
H 0.842 -2.460 1.251 0.12
H 2.453 -1.393 -1.125 0.10
H 2.552 -3.011 -0.441 0.12
H 3.230 -1.973 1.768 0.12
H 3.301 -0.401 0.952 0.10
H 4.926 -0.039 -0.908 0.10
H 7.163 -0.577 -1.768 0.10
H 8.306 -2.640 -1.040 0.10
H 7.190 -4.160 0.553 0.10
H 4.951 -3.618 1.412 0.11
```

Calculated values
LUMO: 0.83 eV
frontier orbital gap: 9.0 eV
total charge: 0
calculated total energy: -1257.007998 a.u.
relative energy (zero: lowest compared OMol25 entry of this formula, charge and spin): 0.174 eV
structure (SMILES): CNC[C@@H](Cc1ccccc1)NC[C@@H](CC1CCCCC1)NCCCc1ccccc1
multiplicity: 1

=====

Density functional theory data (wB97M-V/def2-TZVPD) for a molecular structure, C28H44BrEuN3P2 at a distorted geometry.

```
79
Properties=species:S:1:pos:R:3:lowdin_charge:R:1
C -0.898 7.217 -3.927 -0.01
C -1.077 5.853 -4.186 -0.24
C -1.385 5.456 -5.492 -0.01
C -1.503 6.448 -6.491 -0.12
N -1.332 7.744 -6.233 0.06
C -1.037 8.133 -4.993 -0.12
C -0.945 4.874 -3.127 0.07
C -0.833 4.043 -2.226 0.04
C -0.703 3.081 -1.184 -0.23
C 0.358 3.164 -0.264 0.00
C 0.488 2.215 0.765 -0.14
C -0.451 1.266 0.771 -0.43
C -1.511 1.081 -0.032 -0.17
C -1.634 2.033 -1.060 -0.02
Eu -0.403 -0.213 2.505 1.21
P 1.755 -1.161 1.267 0.81
H -1.534 4.409 -5.749 0.11
H -0.657 7.580 -2.929 0.12
H -1.742 6.163 -7.512 0.11
H -0.904 9.195 -4.816 0.11
H -2.461 1.958 -1.770 0.12
H 1.086 3.973 -0.350 0.13
H -2.244 0.280 0.044 0.07
H 1.316 2.301 1.465 0.09
C 1.941 -2.774 2.112 -0.51
C 2.909 -3.743 1.472 -0.14
H 0.926 -3.229 2.177 0.02
H 2.204 -2.543 3.168 0.03
H 3.149 -4.552 2.178 0.09
H 2.478 -4.215 0.582 0.06
H 3.851 -3.267 1.188 0.06
C 1.531 -1.385 -0.493 -0.41
C 2.596 -0.751 -1.389 -0.12
H 0.532 -0.988 -0.773 0.06
H 1.467 -2.466 -0.632 0.06
H 2.341 -0.929 -2.444 0.08
H 2.661 0.334 -1.250 0.08
H 3.594 -1.178 -1.219 0.07
C 3.126 -0.048 1.645 -0.40
C 4.510 -0.698 1.620 -0.13
H 2.940 0.392 2.643 0.06
H 3.055 0.778 0.922 0.07
H 5.281 0.074 1.769 0.09
H 4.624 -1.425 2.429 0.08
H 4.730 -1.197 0.669 0.06
Br -0.051 -1.971 4.300 0.03
P -2.932 -3.781 -1.961 1.26
C -1.065 -3.837 -1.837 -0.37
C -0.465 -5.249 -1.986 -0.13
H -0.759 -3.377 -0.886 0.07
H -0.688 -3.195 -2.644 0.09
H 0.599 -5.188 -2.249 0.09
H -0.543 -5.824 -1.059 0.08
H -0.976 -5.810 -2.773 0.07
C -3.414 -3.459 -0.185 -0.36
C -4.836 -3.939 0.184 -0.13
H -3.348 -2.373 -0.056 0.07
H -2.671 -3.919 0.477 0.09
H -4.911 -4.108 1.264 0.09
H -5.585 -3.190 -0.089 0.08
H -5.089 -4.874 -0.318 0.07
C -3.141 -2.035 -2.607 -0.37
C -3.405 -1.970 -4.123 -0.13
H -2.252 -1.447 -2.340 0.09
H -3.992 -1.609 -2.060 0.09
H -3.883 -1.019 -4.386 0.09
H -2.477 -2.041 -4.695 0.08
H -4.064 -2.781 -4.442 0.07
C 2.981 1.385 6.896 0.02
N 1.575 1.248 6.376 -0.15
C 0.460 1.199 7.370 0.01
C 1.319 1.119 5.133 -0.29
N 0.924 0.969 4.048 0.01
H 2.996 1.458 7.981 0.09
H 3.419 2.286 6.458 0.10
H 3.542 0.499 6.582 0.10
H -0.229 2.013 7.137 0.10
H -0.050 0.242 7.247 0.09
H 0.813 1.297 8.396 0.10
```

Calculated values
LUMO (spin up / spin down): -5.58 / -9.75 eV
frontier orbital gap (spin up / spin down): 6.9 / 2.7 eV
total charge: +2
calculated total energy: -5223.901237 a.u.
relative energy (zero: lowest compared OMol25 entry of this formula, charge and spin): 3.847 eV
⟨S²⟩: 16.023
multiplicity: 8

=====

Density functional theory data (wB97M-V/def2-TZVPD) for a molecular structure, C28H44Ge2N2OTi.

```
78
Properties=species:S:1:pos:R:3:lowdin_charge:R:1
Ti -0.465 0.244 -0.157 0.64
C -1.751 -2.156 3.808 -0.15
C -1.419 -1.249 2.616 -0.37
Ge -0.316 -2.236 1.284 0.84
C 1.533 -2.436 1.988 -0.37
C 1.667 -3.707 2.835 -0.15
C -1.077 -3.986 0.866 -0.20
C -1.451 -4.035 -0.442 -0.32
Ge -0.982 -2.272 -1.184 0.89
C -2.446 -0.960 -1.574 -0.37
C -3.288 -1.263 -2.820 -0.13
C 0.509 -2.133 -2.471 -0.35
C 0.251 -2.858 -3.798 -0.15
C -2.052 -5.137 -1.198 -0.25
C -2.443 -4.939 -2.524 -0.06
C -3.020 -5.960 -3.260 -0.06
C -3.210 -7.203 -2.676 -0.06
C -2.817 -7.418 -1.361 -0.06
C -2.242 -6.397 -0.626 -0.02
H -2.393 -1.633 4.518 0.08
H -0.852 -2.463 4.341 0.06
H -2.274 -3.055 3.484 0.07
H -0.883 -0.360 2.964 0.05
H -2.342 -0.912 2.142 0.05
H 1.803 -1.566 2.598 0.05
H 2.235 -2.490 1.152 0.04
H 1.019 -3.681 3.710 0.06
H 2.692 -3.830 3.185 0.08
H 1.407 -4.592 2.255 0.07
H -1.192 -4.825 1.549 0.07
H -2.007 0.044 -1.741 0.02
H -3.102 -0.930 -0.697 0.07
H -2.667 -1.305 -3.715 0.07
H -4.041 -0.491 -2.976 0.08
H -3.802 -2.217 -2.713 0.07
H 1.385 -2.562 -1.977 0.06
H 0.704 -1.072 -2.650 0.04
H 0.091 -3.925 -3.642 0.07
H 1.105 -2.740 -4.464 0.08
H -0.623 -2.457 -4.311 0.06
H -2.285 -3.968 -2.983 0.07
H -3.319 -5.788 -4.285 0.11
H -3.657 -8.007 -3.244 0.11
H -2.959 -8.390 -0.908 0.11
H -1.936 -6.582 0.395 0.11
O -1.951 1.485 0.844 -0.07
H -1.783 2.210 1.456 0.10
H -2.886 1.546 0.607 0.11
N 4.217 1.990 0.235 0.07
C 4.056 0.496 0.205 -0.07
C 2.608 0.180 -0.129 -0.19
N 1.641 0.778 0.816 -0.11
C 1.863 2.229 0.935 -0.17
C 3.304 2.601 1.260 -0.08
H 3.994 2.370 -0.691 0.19
H 5.188 2.242 0.433 0.19
H 4.356 0.120 1.183 0.14
H 4.724 0.091 -0.553 0.15
H 2.474 -0.902 -0.146 0.10
H 2.362 0.560 -1.125 0.10
H 1.754 0.327 1.722 0.10
H 1.222 2.638 1.715 0.14
H 1.559 2.676 -0.017 0.10
H 3.619 2.216 2.230 0.14
H 3.437 3.681 1.248 0.15
C 0.213 1.483 -1.771 -0.12
C 0.713 2.148 -2.665 -0.13
C 1.333 2.930 -3.696 -0.27
C 1.963 4.138 -3.383 -0.06
C 2.571 4.890 -4.374 -0.08
C 2.560 4.445 -5.689 -0.06
C 1.934 3.248 -6.009 -0.06
C 1.320 2.494 -5.023 -0.03
H 1.941 4.500 -2.361 0.10
H 3.042 5.831 -4.124 0.11
H 3.030 5.035 -6.464 0.11
H 1.917 2.904 -7.035 0.11
H 0.823 1.565 -5.270 0.12
```

Calculated values
LUMO (spin up / spin down): -5.24 / -5.26 eV
frontier orbital gap (spin up / spin down): 7.3 / 7.6 eV
total charge: +2
calculated total energy: -6280.751434 a.u.
relative energy (zero: lowest compared OMol25 entry of this formula, charge and spin): 0.000 eV
⟨S²⟩: 2.006
multiplicity: 3

=====

Density functional theory data (wB97M-V/def2-TZVPD) for 6 unconnected molecules or ions with the total composition C28H44N4O22PS2 at a distorted geometry.

```
101
Properties=species:S:1:pos:R:3:lowdin_charge:R:1
C 4.145 0.017 -0.800 0.00
C 3.010 0.935 -1.199 -0.30
C 2.112 0.286 -2.219 -0.07
O 1.388 1.316 -2.969 0.04
C 0.064 1.199 -2.955 -0.56
O -0.538 0.179 -3.133 0.11
C -0.603 2.518 -2.661 -0.33
S -2.198 2.656 -3.478 1.13
C -3.193 1.990 -2.262 -0.59
N -4.414 1.471 -2.467 0.10
N -4.873 1.045 -1.318 0.14
N -3.986 1.296 -0.398 -0.12
P -4.077 0.950 1.340 0.43
O -5.268 0.225 1.694 -0.16
O -2.692 0.244 1.621 -0.07
O -3.889 2.416 1.858 -0.06
N -2.915 1.901 -0.961 0.14
O 2.206 1.244 -0.018 0.03
C 1.882 2.536 0.154 -0.54
O 0.720 2.870 0.134 0.06
C 3.012 3.500 0.409 -0.43
S 2.578 4.722 1.677 0.77
H 3.782 -1.001 -0.668 0.10
H 4.919 0.025 -1.561 0.10
H 4.552 0.352 0.146 0.06
H 3.425 1.844 -1.633 0.16
H 2.698 -0.315 -2.907 0.15
H 1.406 -0.363 -1.710 0.13
H 0.016 3.360 -2.950 0.11
H -0.671 2.578 -1.584 0.05
H -2.217 -0.089 0.847 0.10
H -3.271 2.470 2.604 0.11
H -2.110 2.189 -0.419 0.17
H 3.237 4.034 -0.510 0.10
H 3.886 2.972 0.776 0.06
H 1.567 5.283 1.017 -0.14
C 8.919 4.387 3.278 -0.02
C 7.555 4.140 2.693 -0.32
C 6.491 3.682 3.667 -0.08
O 5.607 2.932 2.812 0.05
C 6.347 2.464 1.781 -0.56
O 5.947 1.674 0.983 0.14
O 7.567 3.024 1.771 0.10
H 9.240 3.543 3.888 0.09
H 9.654 4.518 2.485 0.09
H 8.908 5.285 3.895 0.09
H 7.213 5.017 2.136 0.16
H 5.955 4.497 4.145 0.14
H 6.885 3.005 4.427 0.14
C -6.378 -1.014 -3.885 -0.04
C -7.530 -0.517 -4.719 -0.33
C -8.180 0.766 -4.247 -0.10
O -9.511 0.629 -4.748 0.06
C -9.783 -0.701 -4.843 -0.55
O -10.852 -1.160 -5.055 0.19
O -8.645 -1.421 -4.655 0.08
H -6.646 -1.039 -2.827 0.08
H -6.111 -2.029 -4.175 0.09
H -5.510 -0.370 -4.016 0.06
H -7.232 -0.433 -5.768 0.16
H -7.716 1.666 -4.646 0.14
H -8.224 0.828 -3.156 0.14
C 0.068 2.202 4.715 -0.01
C 0.418 0.967 3.926 -0.34
C 0.152 -0.342 4.624 -0.09
O 1.110 -1.213 4.010 0.05
C 2.156 -0.448 3.594 -0.55
O 3.188 -0.872 3.198 0.18
O 1.834 0.871 3.696 0.08
H 0.495 2.156 5.716 0.10
H 0.464 3.089 4.229 0.08
H -1.015 2.303 4.803 0.08
H -0.071 0.987 2.944 0.14
H -0.855 -0.723 4.473 0.13
H 0.367 -0.292 5.693 0.14
C -0.824 -4.590 -4.599 -0.01
C -0.229 -3.960 -3.368 -0.32
C 0.804 -2.885 -3.614 -0.09
O 1.604 -2.960 -2.417 0.03
C 1.513 -4.237 -1.949 -0.56
O 2.184 -4.688 -1.081 0.17
O 0.550 -4.910 -2.612 0.09
H -0.043 -4.903 -5.292 0.09
H -1.401 -5.474 -4.333 0.09
H -1.481 -3.883 -5.105 0.09
H -1.021 -3.591 -2.710 0.16
H 0.386 -1.889 -3.721 0.11
H 1.443 -3.111 -4.471 0.14
C 0.348 -3.826 1.635 -0.01
C -0.696 -4.096 2.682 -0.33
C -0.399 -5.230 3.638 -0.08
O -1.720 -5.649 4.015 0.07
C -2.560 -5.345 2.997 -0.56
O -3.685 -5.704 2.909 0.17
O -1.925 -4.556 2.089 0.07
H 0.643 -4.734 1.109 0.09
H -0.045 -3.138 0.883 0.08
H 1.236 -3.381 2.083 0.09
H -0.924 -3.179 3.236 0.14
H 0.168 -4.929 4.515 0.14
H 0.103 -6.064 3.145 0.14
```

Calculated values
LUMO: -4.88 eV
frontier orbital gap: 7.1 eV
total charge: +1
calculated total energy: -4105.260910 a.u.
multiplicity: 1

=====

Density functional theory data (wB97M-V/def2-TZVPD) for a molecular structure, C28H45Br48NOP at a distorted geometry.

```
124
Properties=species:S:1:pos:R:3:lowdin_charge:R:1
C -0.255 -0.373 2.177 -0.27
O 0.433 -0.381 0.904 -0.37
C -0.449 0.161 -0.065 -0.28
C -0.345 -0.546 -1.427 -0.14
C -0.899 0.391 -2.534 -0.17
C -0.181 0.241 -3.895 -0.19
C 0.637 1.476 -4.338 -0.23
C 0.536 1.574 -5.871 -0.25
C 1.799 2.237 -6.512 -0.29
P 1.280 3.778 -7.320 1.09
C 2.666 4.969 -7.439 -0.30
C 3.125 5.242 -5.976 -0.23
C 2.818 6.671 -5.485 -0.19
C 1.405 7.180 -5.753 -0.29
N 0.439 6.745 -4.730 0.00
H -0.977 -1.184 2.244 0.09
H -0.771 0.567 2.333 -0.03
H 0.485 -0.452 2.954 -0.01
H -0.172 1.211 -0.198 0.01
H -1.469 0.042 0.301 0.12
H 0.667 -0.887 -1.629 0.11
H -0.975 -1.430 -1.351 0.09
H -1.926 0.074 -2.710 0.10
H -0.952 1.420 -2.193 0.06
H 0.444 -0.648 -3.923 0.12
H -0.945 0.099 -4.657 0.03
H 1.675 1.335 -4.033 0.11
H 0.280 2.411 -3.912 0.00
H 0.427 0.581 -6.293 0.10
H -0.339 2.173 -6.115 0.06
H 2.510 2.412 -5.712 0.08
H 2.307 1.603 -7.234 0.10
H 0.352 4.417 -6.479 0.04
H 0.635 3.567 -8.548 0.05
H 2.365 5.892 -7.920 0.08
H 3.455 4.515 -8.030 0.09
H 4.186 5.044 -5.874 0.12
H 2.639 4.552 -5.283 0.05
H 2.923 6.652 -4.402 0.10
H 3.554 7.377 -5.861 0.10
H 1.038 6.986 -6.768 0.09
H 1.447 8.274 -5.667 0.08
H 0.253 5.753 -4.813 -0.04
H -0.444 7.171 -4.986 0.07
C 3.133 2.537 2.196 -1.54
Br 2.204 4.212 2.449 0.56
Br 1.904 1.041 2.255 0.89
Br 4.176 2.533 0.570 0.56
H 3.829 2.433 3.016 -0.03
C 3.348 -4.565 0.940 -1.62
Br 2.131 -5.207 2.291 0.53
Br 5.173 -4.553 1.565 0.57
Br 3.160 -5.554 -0.707 0.55
H 3.082 -3.546 0.728 -0.04
C -2.664 -0.941 -7.659 -1.61
Br -2.040 -2.072 -6.230 0.62
Br -3.039 0.849 -7.038 0.58
Br -1.444 -0.939 -9.152 0.57
H -3.598 -1.355 -8.010 -0.03
C -0.468 4.724 -1.643 -1.51
Br -0.914 3.506 -0.231 0.58
Br 1.179 4.183 -2.486 0.68
Br -1.913 4.916 -2.910 0.60
H -0.297 5.698 -1.207 -0.03
C 4.336 10.468 -3.664 -1.63
Br 5.051 10.520 -5.454 0.57
Br 2.408 10.474 -3.670 0.58
Br 5.037 8.982 -2.656 0.57
H 4.656 11.371 -3.166 -0.03
C -4.496 -3.247 1.815 -1.63
Br -4.031 -4.712 2.974 0.58
Br -4.535 -1.555 2.749 0.55
Br -3.384 -3.203 0.236 0.56
H -5.509 -3.419 1.484 -0.03
C 0.123 -8.513 3.604 -1.62
Br -0.225 -6.691 4.136 0.52
Br -1.454 -9.609 3.746 0.59
Br 0.904 -8.595 1.844 0.55
H 0.851 -8.913 4.294 -0.10
C -2.689 2.626 4.410 -1.59
Br -1.951 2.889 2.653 0.54
Br -4.613 2.726 4.408 0.60
Br -2.059 0.963 5.156 0.60
H -2.328 3.431 5.034 -0.09
C 2.120 -8.297 7.828 -1.62
Br 1.765 -6.468 8.320 0.58
Br 0.540 -9.390 7.948 0.55
Br 2.932 -8.424 6.085 0.61
H 2.833 -8.686 8.540 -0.04
C 1.411 -13.207 9.995 -1.62
Br 2.725 -14.177 8.975 0.56
Br 2.060 -11.470 10.522 0.54
Br -0.275 -13.090 9.065 0.57
H 1.236 -13.767 10.902 -0.05
C 4.586 -15.151 12.886 -1.63
Br 5.486 -13.599 12.183 0.56
Br 2.877 -14.695 13.657 0.57
Br 4.414 -16.534 11.557 0.56
H 5.201 -15.545 13.680 -0.03
C 0.807 -9.152 -1.972 -1.66
Br -0.372 -7.689 -1.546 0.53
Br -0.061 -10.856 -1.743 0.58
Br 1.566 -8.965 -3.735 0.57
H 1.626 -9.115 -1.269 -0.05
C 0.720 4.557 5.853 -1.64
Br -0.522 5.625 4.831 0.55
Br 2.443 5.407 5.987 0.57
Br 0.005 4.102 7.583 0.59
H 0.861 3.632 5.311 -0.05
C -5.457 3.389 -0.480 -1.60
Br -4.288 4.812 0.081 0.53
Br -6.620 3.938 -1.910 0.56
Br -4.467 1.794 -0.934 0.56
H -6.085 3.142 0.364 -0.04
C -10.543 1.804 -0.816 -1.63
Br -9.404 2.638 0.497 0.56
Br -11.804 3.055 -1.559 0.58
Br -9.516 0.921 -2.188 0.56
H -11.113 1.043 -0.304 -0.03
C -1.201 9.107 2.526 -1.64
Br -0.350 10.384 1.361 0.58
Br -2.816 9.808 3.303 0.59
Br -1.517 7.427 1.630 0.53
H -0.516 8.908 3.337 -0.04
```

Calculated values
LUMO: -2.42 eV
frontier orbital gap: 8.3 eV
total charge: +1
calculated total energy: -125117.412376 a.u.
multiplicity: 1